55
Properties=species:S:1:pos:R:3:forces:R:3 method="wB97M-V/def2-TZVPD" homo_ha=-0.2857 smiles="CC(C)c1ccc(NC(=O)CSc2nc3ccccc3nc2N2CCCC2)cc1" de_lowest_kcal_mol=1.97 energy_ha=-1584.53834 orbital_gap_ev=7.7680 multiplicity=1
C -4.972 0.920 1.858 0.0 -0.2 -0.2
C -4.958 0.829 0.332 0.0 0.2 0.1
C -5.772 1.972 -0.281 0.0 -0.3 0.0
C -3.558 0.847 -0.231 -0.1 -0.1 0.0
C -3.196 -0.052 -1.227 0.0 0.1 0.0
C -1.932 -0.033 -1.780 0.1 0.1 0.0
C -0.990 0.893 -1.341 -0.3 0.1 0.1
N 0.292 0.835 -1.906 -0.2 -0.1 -0.4
C 1.424 1.438 -1.470 0.3 0.1 -0.4
O 1.487 2.326 -0.649 -0.1 0.2 0.2
C 2.682 0.902 -2.137 0.3 -0.4 0.2
S 2.863 -0.928 -1.983 -0.1 0.1 -0.1
C 1.766 -1.240 -0.601 0.3 -0.1 -0.5
N 0.799 -2.052 -0.882 0.2 -0.2 -0.2
C -0.237 -2.169 -0.022 -0.1 0.4 0.6
C -1.280 -3.074 -0.271 -0.2 -0.1 0.1
C -2.391 -3.051 0.528 0.1 -0.3 -0.3
C -2.495 -2.130 1.581 0.1 0.2 0.2
C -1.487 -1.244 1.849 -0.2 -0.1 0.0
C -0.317 -1.263 1.068 0.1 -0.5 -0.5
N 0.720 -0.466 1.375 0.4 0.3 0.1
C 1.820 -0.510 0.639 -0.9 -0.3 0.4
N 2.883 0.185 1.071 0.3 0.2 -0.1
C 4.277 -0.073 0.775 0.5 -0.1 -0.1
C 4.989 1.113 1.416 0.0 -0.1 0.1
C 4.167 1.341 2.682 0.0 0.0 -0.2
C 2.739 1.071 2.216 -0.3 0.3 0.3
C -1.341 1.804 -0.353 0.2 0.2 0.0
C -2.613 1.775 0.186 -0.1 -0.2 -0.1
H -4.654 1.904 2.194 0.0 0.1 0.1
H -4.307 0.176 2.288 0.1 -0.1 0.1
H -5.979 0.746 2.232 -0.1 0.0 0.1
H -5.425 -0.119 0.042 0.1 0.0 0.0
H -6.794 1.953 0.092 -0.1 0.1 0.0
H -5.327 2.932 -0.027 0.0 0.1 0.0
H -5.796 1.883 -1.365 0.0 0.1 -0.1
H -3.911 -0.784 -1.572 -0.1 -0.1 0.0
H -1.664 -0.749 -2.544 0.0 -0.1 -0.1
H 0.406 0.095 -2.589 0.2 0.1 0.2
H 3.550 1.396 -1.702 -0.2 0.1 0.0
H 2.659 1.091 -3.210 0.0 0.0 0.0
H -1.180 -3.765 -1.094 0.0 -0.1 -0.1
H -3.202 -3.742 0.349 -0.1 -0.1 0.0
H -3.387 -2.134 2.191 -0.1 0.0 0.1
H -1.547 -0.539 2.664 0.0 0.1 0.1
H 4.470 -0.159 -0.293 0.0 0.0 0.1
H 4.591 -1.014 1.250 0.1 0.0 -0.1
H 6.038 0.906 1.617 0.0 0.0 0.0
H 4.917 1.984 0.765 0.0 0.0 -0.1
H 4.284 2.345 3.084 0.0 0.0 0.1
H 4.458 0.622 3.450 0.0 0.0 0.0
H 2.114 0.602 2.978 0.1 0.1 0.0
H 2.239 1.982 1.872 -0.1 0.0 0.1
H -0.618 2.522 -0.005 0.0 0.0 0.0
H -2.863 2.493 0.952 0.0 0.1 0.1

---

59
Properties=species:S:1:pos:R:3:forces:R:3 method="wB97M-V/def2-TZVPD" homo_ha="-0.1233 / -0.1702" s2=2.01 charge=-1 de_lowest_kcal_mol=14.45 energy_ha=-2988.57503 orbital_gap_ev="5.6713 / 6.9487" multiplicity=3
Pt 0.136 -0.408 -0.873 -0.2 -0.1 0.2
S 4.706 -0.300 -0.469 -0.4 0.1 0.1
C 4.313 -0.459 -2.132 -0.2 -0.1 0.5
C 2.982 -0.536 -2.346 -0.7 0.5 1.0
C 2.179 -0.397 -1.130 0.3 -0.1 -0.7
C 2.983 -0.274 -0.036 1.4 -0.3 -0.3
C 2.583 -0.304 1.355 -0.3 0.2 -0.3
C 3.475 -0.364 2.437 -1.2 0.0 0.6
C 2.944 -0.417 3.727 0.5 -0.1 -1.2
C 1.562 -0.384 3.876 0.4 -0.1 1.5
C 0.763 -0.305 2.770 -0.3 0.1 -1.0
N 1.254 -0.274 1.526 -0.2 0.0 0.5
H 5.091 -0.503 -2.859 0.4 0.0 -0.4
H 2.539 -0.637 -3.318 -0.1 -0.1 -0.3
H 4.521 -0.360 2.248 0.7 -0.1 0.0
H 3.628 -0.516 4.560 -0.2 0.1 0.1
H 1.150 -0.416 4.887 -0.1 0.0 -0.4
H -0.319 -0.250 2.840 0.1 -0.1 0.1
C 0.187 -4.398 2.170 -0.1 -0.1 0.5
N -0.897 -3.438 2.184 0.0 -0.4 0.6
C -1.813 -3.249 3.195 -0.1 0.6 0.0
C -2.562 -2.180 2.828 0.0 0.1 0.0
N -2.134 -1.719 1.584 0.6 -0.8 0.4
B -2.705 -0.484 0.815 -0.7 0.2 0.2
N -2.140 0.832 1.484 0.1 0.3 1.0
C -2.496 1.235 2.788 0.3 0.0 -0.7
C -1.808 2.372 3.073 -0.5 -0.2 0.4
N -1.024 2.652 1.979 0.2 0.7 0.8
C -0.013 3.712 1.892 -0.5 -0.7 0.8
C -1.231 1.722 1.031 -0.4 0.1 -0.7
S -0.528 1.973 -0.500 0.1 -0.5 -0.5
C -1.117 -2.543 1.202 0.0 -0.1 -0.7
S -0.252 -2.770 -0.257 -0.1 0.5 -0.1
H 0.157 -4.976 3.099 0.0 0.1 -0.1
H 1.130 -3.881 2.073 0.3 0.2 0.1
H 0.132 -5.059 1.322 -0.3 -0.3 -0.3
H -1.818 -3.831 4.097 0.0 -0.1 0.0
H -3.376 -1.722 3.380 0.2 -0.1 -0.3
H -2.472 -0.542 -0.350 0.2 0.0 -0.1
H -3.913 -0.479 1.013 0.2 0.0 0.1
H -3.199 0.658 3.385 0.2 0.4 -0.3
H -1.861 3.048 3.916 0.1 -0.3 -0.1
H 0.106 4.181 2.884 -0.2 -0.2 -0.5
H -0.258 4.421 1.122 -0.2 0.3 -0.2
H 0.895 3.210 1.620 0.7 0.0 -0.2
I 0.717 3.933 -7.511 0.0 -0.2 0.0
C -0.071 2.460 -6.216 -0.2 0.5 -0.4
C 0.735 1.923 -5.236 0.6 0.0 0.2
C 0.173 1.027 -4.338 -0.6 0.0 0.4
C -1.183 0.702 -4.400 -0.1 0.6 -0.3
C -1.987 1.304 -5.381 0.7 -0.3 0.4
C -1.430 2.173 -6.307 0.0 -0.2 0.3
C -1.823 -0.279 -3.429 -0.1 -0.5 -0.3
O -3.038 -0.468 -3.530 0.5 0.2 0.2
O -1.006 -0.938 -2.691 -0.3 0.2 -0.1
H 1.792 2.204 -5.133 -0.6 -0.1 -0.2
H 0.736 0.649 -3.493 0.1 -0.1 -0.2
H -3.036 1.057 -5.360 -0.1 0.0 -0.1
H -2.057 2.616 -7.065 0.1 0.1 -0.1

---

16
Properties=species:S:1:pos:R:3:forces:R:3 method="wB97M-V/def2-TZVPD" homo_ha=-0.1049 smiles="O=C(CCO)NC[O-]" charge=-1 de_lowest_kcal_mol=59.83 energy_ha=-437.71014 orbital_gap_ev=6.0575 multiplicity=1
O -1.283 1.301 0.526 0.0 0.0 -0.1
C -0.521 0.580 -0.126 0.1 0.1 0.4
C 0.868 1.093 -0.507 0.1 -0.2 -0.1
C 1.946 0.593 0.449 0.0 0.3 -0.1
O 3.155 1.360 0.337 0.1 0.0 0.2
N -0.781 -0.673 -0.480 0.0 0.2 0.1
C -1.988 -1.513 -0.030 0.3 -0.8 -0.5
O -1.779 -2.793 -0.292 0.1 0.2 0.0
H 1.084 0.806 -1.532 0.2 0.0 -0.2
H 0.876 2.174 -0.442 -0.2 0.3 0.0
H 1.531 0.622 1.460 0.2 0.0 0.1
H 2.275 -0.416 0.229 -0.2 -0.3 0.0
H 3.063 2.194 0.808 -0.2 -0.1 -0.1
H -0.055 -1.224 -0.914 -0.1 -0.1 0.0
H -2.828 -1.057 -0.590 -0.2 0.2 0.1
H -2.101 -1.267 1.035 -0.1 0.3 0.3

---

What did the second record say?
59
Properties=species:S:1:pos:R:3:forces:R:3 method="wB97M-V/def2-TZVPD" homo_ha="-0.1233 / -0.1702" s2=2.01 charge=-1 de_lowest_kcal_mol=14.45 energy_ha=-2988.57503 orbital_gap_ev="5.6713 / 6.9487" multiplicity=3
Pt 0.136 -0.408 -0.873 -0.2 -0.1 0.2
S 4.706 -0.300 -0.469 -0.4 0.1 0.1
C 4.313 -0.459 -2.132 -0.2 -0.1 0.5
C 2.982 -0.536 -2.346 -0.7 0.5 1.0
C 2.179 -0.397 -1.130 0.3 -0.1 -0.7
C 2.983 -0.274 -0.036 1.4 -0.3 -0.3
C 2.583 -0.304 1.355 -0.3 0.2 -0.3
C 3.475 -0.364 2.437 -1.2 0.0 0.6
C 2.944 -0.417 3.727 0.5 -0.1 -1.2
C 1.562 -0.384 3.876 0.4 -0.1 1.5
C 0.763 -0.305 2.770 -0.3 0.1 -1.0
N 1.254 -0.274 1.526 -0.2 0.0 0.5
H 5.091 -0.503 -2.859 0.4 0.0 -0.4
H 2.539 -0.637 -3.318 -0.1 -0.1 -0.3
H 4.521 -0.360 2.248 0.7 -0.1 0.0
H 3.628 -0.516 4.560 -0.2 0.1 0.1
H 1.150 -0.416 4.887 -0.1 0.0 -0.4
H -0.319 -0.250 2.840 0.1 -0.1 0.1
C 0.187 -4.398 2.170 -0.1 -0.1 0.5
N -0.897 -3.438 2.184 0.0 -0.4 0.6
C -1.813 -3.249 3.195 -0.1 0.6 0.0
C -2.562 -2.180 2.828 0.0 0.1 0.0
N -2.134 -1.719 1.584 0.6 -0.8 0.4
B -2.705 -0.484 0.815 -0.7 0.2 0.2
N -2.140 0.832 1.484 0.1 0.3 1.0
C -2.496 1.235 2.788 0.3 0.0 -0.7
C -1.808 2.372 3.073 -0.5 -0.2 0.4
N -1.024 2.652 1.979 0.2 0.7 0.8
C -0.013 3.712 1.892 -0.5 -0.7 0.8
C -1.231 1.722 1.031 -0.4 0.1 -0.7
S -0.528 1.973 -0.500 0.1 -0.5 -0.5
C -1.117 -2.543 1.202 0.0 -0.1 -0.7
S -0.252 -2.770 -0.257 -0.1 0.5 -0.1
H 0.157 -4.976 3.099 0.0 0.1 -0.1
H 1.130 -3.881 2.073 0.3 0.2 0.1
H 0.132 -5.059 1.322 -0.3 -0.3 -0.3
H -1.818 -3.831 4.097 0.0 -0.1 0.0
H -3.376 -1.722 3.380 0.2 -0.1 -0.3
H -2.472 -0.542 -0.350 0.2 0.0 -0.1
H -3.913 -0.479 1.013 0.2 0.0 0.1
H -3.199 0.658 3.385 0.2 0.4 -0.3
H -1.861 3.048 3.916 0.1 -0.3 -0.1
H 0.106 4.181 2.884 -0.2 -0.2 -0.5
H -0.258 4.421 1.122 -0.2 0.3 -0.2
H 0.895 3.210 1.620 0.7 0.0 -0.2
I 0.717 3.933 -7.511 0.0 -0.2 0.0
C -0.071 2.460 -6.216 -0.2 0.5 -0.4
C 0.735 1.923 -5.236 0.6 0.0 0.2
C 0.173 1.027 -4.338 -0.6 0.0 0.4
C -1.183 0.702 -4.400 -0.1 0.6 -0.3
C -1.987 1.304 -5.381 0.7 -0.3 0.4
C -1.430 2.173 -6.307 0.0 -0.2 0.3
C -1.823 -0.279 -3.429 -0.1 -0.5 -0.3
O -3.038 -0.468 -3.530 0.5 0.2 0.2
O -1.006 -0.938 -2.691 -0.3 0.2 -0.1
H 1.792 2.204 -5.133 -0.6 -0.1 -0.2
H 0.736 0.649 -3.493 0.1 -0.1 -0.2
H -3.036 1.057 -5.360 -0.1 0.0 -0.1
H -2.057 2.616 -7.065 0.1 0.1 -0.1